[1]
A cluster of 2 separate species, C4H13N2OS in total at a distorted geometry, computed with ωB97M-V with the def2-TZVPD basis set.

Last column: natural (NBO) charge in e.
Cartesian coordinates (Å):
N -0.638 0.848 0.167  -0.67
N 0.584 1.633 -2.285  -0.85
H 1.468 1.254 -1.966  0.35
H -0.162 -0.925 1.336  0.18
O 1.066 -3.917 0.360  -0.93
H -1.210 1.594 0.526  0.37
H -1.238 -0.921 -1.007  0.17
H -0.805 0.358 -3.121  0.18
H 0.532 -0.459 -2.217  0.17
S 0.146 -0.322 3.994  -0.70
H 0.576 -3.177 0.738  0.48
H -0.798 1.447 2.565  0.15
H 0.282 2.324 -1.618  0.36
H -2.182 0.542 -1.228  0.19
C 0.138 0.130 1.190  -0.23
H 0.880 1.538 2.753  0.19
H 1.178 0.164 0.821  0.16
C -0.213 0.315 -2.203  -0.23
C 0.111 0.801 2.567  -0.54
H 1.462 -3.411 -0.358  0.45
C -1.175 0.186 -1.015  -0.23

Results
HOMO energy = -2.4957 eV
Net charge = -1
2S+1 = 1
Kohn-Sham gap = 5.69 eV
F_max = 3.47 eV Å⁻¹



[2]
A cluster of 2 separate species, C4H13N2OS in total at a distorted geometry, computed with ωB97M-V with the def2-TZVPD basis set.

Last column: Mulliken spin population.
Cartesian coordinates (Å):
N -0.921 0.446 2.096  0.00
H 2.581 0.676 -1.424  0.00
H 1.402 -1.253 -0.258  0.00
O 1.688 2.154 1.531  0.00
H -0.978 0.679 -0.604  0.00
H 1.086 0.116 -2.422  0.01
C -0.584 -0.320 -0.302  0.01
H -1.043 1.413 1.689  0.00
H -0.811 -1.547 1.561  0.00
H 2.282 1.522 1.182  0.00
H -2.140 -0.950 -1.621  -0.01
H -0.032 0.241 2.689  0.00
H -1.634 -2.210 -0.830  0.04
H 0.890 1.657 1.362  0.00
H 0.906 1.525 -1.357  0.00
C -1.253 -1.303 -1.241  -0.05
N 0.929 -0.271 -0.256  0.01
C -1.178 -0.566 1.151  0.00
S -0.234 -1.879 -2.736  0.98
C 1.437 0.530 -1.387  0.01
H -2.394 -0.658 1.177  0.00

Results
HOMO energy (alpha / beta) = -9.1054 / -8.9768 eV
Net charge = 0
2S+1 = 2
Kohn-Sham gap (alpha / beta) = 9.93 / 6.93 eV
F_max = 3.04 eV Å⁻¹
⟨S²⟩ = 0.75



[3]
A cluster of 2 separate species, C4H13N2S in total, computed with ωB97M-V with the def2-TZVPD basis set.

Last column: natural (NBO) charge in e.
Cartesian coordinates (Å):
H 2.026 1.397 0.898  0.17
H 2.217 -0.050 -1.083  0.19
C -1.729 -1.529 -0.446  -0.44
H -0.992 -1.596 -1.269  0.16
C 2.466 0.401 1.002  -0.51
N -2.593 -0.359 -0.529  -0.65
H 3.280 0.482 1.729  0.17
S 1.209 -0.754 1.671  -0.72
H -2.576 1.674 -0.859  0.15
H -3.154 -0.408 -1.367  0.33
C -1.874 0.930 -0.513  -0.05
H -1.025 0.929 -1.215  0.15
H -1.117 -1.485 0.455  0.25
N -1.365 1.325 0.771  -0.88
C 3.019 -0.039 -0.348  -0.62
H 3.824 0.611 -0.709  0.17
H -2.341 -2.434 -0.448  0.17
H -0.573 0.761 1.076  0.41
H -2.096 1.208 1.474  0.34
H 3.393 -1.064 -0.289  0.20

Results
HOMO energy = -2.5938 eV
Net charge = -1
2S+1 = 1
Kohn-Sham gap = 6.50 eV
F_max = 0.67 eV Å⁻¹



[4]
The ion C4H13N2S with charge +1 at a distorted geometry, computed with ωB97M-V with the def2-TZVPD basis set.

Last column: natural (NBO) charge in e.
Cartesian coordinates (Å):
H 1.787 1.207 -0.787  0.20
H 2.114 -1.019 -2.278  0.15
H -0.361 2.597 0.119  0.45
H -3.038 0.208 1.683  0.14
C -0.050 0.282 -0.209  -0.01
H -1.673 1.869 -0.585  0.46
H -0.142 2.004 -1.613  0.46
N 2.249 -0.809 -0.098  -0.64
H 2.004 -1.484 0.569  0.39
N -0.631 1.799 -0.634  -0.80
H 3.741 -0.791 -1.657  0.20
H 2.928 -2.285 -1.174  0.22
H -0.648 0.477 2.037  0.25
S -2.521 -0.287 0.613  0.00
C 1.587 0.444 0.043  -0.20
H -0.439 -0.288 -1.081  0.23
H 1.693 0.910 1.069  0.22
C -0.797 -0.232 1.120  -0.59
C 2.835 -1.236 -1.331  -0.39
H -0.405 -1.282 1.278  0.26

Results
HOMO energy = -12.3306 eV
Net charge = +1
2S+1 = 1
Kohn-Sham gap = 8.72 eV
F_max = 3.66 eV Å⁻¹



[5]
The ion C4H13N2S with charge +1 at a distorted geometry, computed with ωB97M-V with the def2-TZVPD basis set.

Last column: natural (NBO) charge in e.
Cartesian coordinates (Å):
C 0.733 -0.414 -0.675  -0.51
H -2.345 0.221 -0.740  0.18
C -2.930 -0.398 -0.065  -0.42
H 1.710 1.471 1.029  0.45
H 0.355 1.620 2.138  0.48
N -1.936 -1.303 0.509  -0.63
H -3.585 -0.901 -0.748  0.23
H 1.606 0.203 2.025  0.46
H -1.417 -0.043 2.192  0.15
H -0.706 1.108 0.304  0.24
H -0.533 -1.425 2.078  0.24
H 1.437 -1.331 -0.249  0.24
H -3.508 0.207 0.630  0.19
N 0.979 0.936 1.456  -0.71
S 2.062 0.716 -1.614  -0.11
H 1.710 0.261 -2.832  0.17
H 0.126 -0.825 -1.540  0.29
C -0.002 0.291 0.532  -0.09
C -0.929 -0.697 1.353  -0.23
H -2.369 -2.137 0.912  0.39

Results
HOMO energy = -12.7523 eV
Net charge = +1
2S+1 = 1
Kohn-Sham gap = 8.81 eV
F_max = 4.04 eV Å⁻¹



[6]
A cluster of 2 separate species, C4H13N2S in total at a distorted geometry, computed with ωB97M-V with the def2-TZVPD basis set.

Last column: natural (NBO) charge in e.
Cartesian coordinates (Å):
H 1.923 2.256 1.150  0.24
N 2.239 -1.724 0.070  -0.71
H -1.776 2.289 -0.044  0.23
S 0.077 0.906 0.538  0.11
C -1.368 1.375 -0.477  -0.49
H -2.140 -0.583 -1.002  0.21
C 1.223 2.302 0.322  -0.71
H 3.109 -2.108 -0.263  0.44
H 1.748 2.203 -0.621  0.22
H -1.008 1.569 -1.486  0.23
H 0.649 3.217 0.334  0.24
H -0.689 -2.765 0.702  0.43
C -2.415 0.271 -0.391  -0.63
N -0.021 -2.045 0.471  -0.72
H -0.165 -1.015 0.482  0.41
H -3.371 0.673 -0.711  0.25
C 1.167 -2.478 0.139  0.40
H 2.100 -0.726 0.149  0.43
H -2.530 -0.067 0.640  0.21
H 1.246 -3.549 -0.004  0.22

Results
HOMO energy = -12.7288 eV
Net charge = +1
2S+1 = 1
Kohn-Sham gap = 9.55 eV
F_max = 1.22 eV Å⁻¹



[7]
The ion C4H13N2S with charge +1 at a distorted geometry, computed with ωB97M-V with the def2-TZVPD basis set.

Last column: natural (NBO) charge in e.
Cartesian coordinates (Å):
H 2.538 -0.104 1.537  0.25
S -3.192 -0.571 -0.733  0.03
C -1.804 -0.513 0.471  -0.57
N 0.668 -0.505 0.583  -0.50
N 3.669 0.370 -0.614  -0.83
H 0.275 -0.731 1.497  0.43
H -2.260 -0.111 1.369  0.25
H 0.873 -1.425 0.191  0.44
H 4.499 0.843 -0.258  0.38
C 2.480 1.139 -0.224  -0.25
H -1.574 -1.571 0.657  0.22
H -3.205 0.759 -0.897  0.12
C 1.785 0.431 0.956  -0.23
H 3.810 0.519 -1.608  0.37
H -0.500 1.143 0.226  0.22
H 1.796 1.336 -1.051  0.21
C -0.546 0.108 -0.123  -0.24
H 1.310 1.185 1.578  0.22
H 2.719 2.122 0.202  0.21
H -0.500 -0.024 -1.193  0.25

Results
HOMO energy = -12.9457 eV
Net charge = +1
2S+1 = 1
Kohn-Sham gap = 9.75 eV
F_max = 1.81 eV Å⁻¹



[8]
A cluster of 2 separate species, C4H13N2S2 in total at a distorted geometry, computed with ωB97M-V with the def2-TZVPD basis set.

Last column: Mulliken spin population.
Cartesian coordinates (Å):
N 0.040 1.027 1.216  0.24
C 1.522 0.568 -0.528  0.49
C -2.743 -0.166 -1.623  0.00
S -2.938 0.058 0.148  0.00
H 3.157 0.775 0.708  0.02
H -2.670 -1.140 -2.006  0.00
H -3.681 0.227 -2.013  0.00
H -0.711 0.030 -0.420  0.02
H -1.888 0.546 -1.996  0.00
S 0.637 -1.686 0.685  1.00
H 2.758 0.321 -2.018  0.00
C 2.463 1.392 0.233  -0.01
N 1.752 0.126 -1.747  0.20
H 0.778 0.619 1.928  0.00
H 3.059 2.001 -0.394  0.01
C 0.197 0.254 0.094  0.05
H 1.151 -0.395 -2.401  -0.01
H -0.152 -1.819 1.745  0.00
H 1.859 2.095 0.856  0.01
H -3.453 1.254 0.260  0.00
H -0.940 1.031 1.570  -0.01

Results
HOMO energy (alpha / beta) = -10.4737 / -12.8467 eV
Net charge = +1
2S+1 = 3
Kohn-Sham gap (alpha / beta) = 7.56 / 5.36 eV
F_max = 4.44 eV Å⁻¹
⟨S²⟩ = 2.01



[9]
A cluster of 2 separate species, C4H13N2Si in total at a distorted geometry, computed with ωB97M-V with the def2-TZVPD basis set.

Last column: natural (NBO) charge in e.
Cartesian coordinates (Å):
H 3.584 -1.301 -0.649  0.19
H -1.477 -2.030 1.043  0.26
H 4.009 0.835 -0.114  0.41
H -1.274 2.493 1.088  0.28
H 2.508 1.188 0.600  0.39
H 1.048 -1.887 -0.316  0.39
H -1.307 0.214 -2.487  0.26
H -2.536 2.202 -0.268  0.30
C -1.470 1.953 0.113  -1.22
N 1.511 -1.024 0.030  -0.82
H -2.456 -0.768 1.870  0.28
H -0.613 -0.989 2.204  0.31
C -1.476 -1.081 1.482  -1.18
Si -1.174 0.098 0.089  1.92
C 2.700 -0.718 -0.160  0.33
H -1.298 -1.415 -1.903  0.26
H 0.184 -0.446 -1.901  0.28
C -0.908 -0.403 -1.769  -1.13
N 3.142 0.487 0.181  -0.77
H -0.710 2.349 -0.556  0.27

Results
HOMO energy = -13.3383 eV
Net charge = +1
2S+1 = 1
Kohn-Sham gap = 8.97 eV
F_max = 4.50 eV Å⁻¹



[10]
The ion C4H13N3 with charge -1 at a distorted geometry, computed with ωB97M-V with the def2-TZVPD basis set.

Last column: Mulliken spin population.
Cartesian coordinates (Å):
H 2.539 1.014 1.371  -0.16
H 0.324 -1.096 1.148  0.03
H -3.911 0.796 -0.034  -0.06
H -2.611 -1.092 -0.501  -0.06
H 1.294 1.433 -0.402  0.12
C 1.296 -0.777 -0.816  -0.14
H 0.899 -0.732 -1.840  -0.41
N -0.887 0.048 -0.062  -0.41
H 2.014 -1.584 -0.677  -0.18
H 3.737 1.132 0.318  -0.34
C -2.269 -0.388 0.273  0.52
C 0.086 -1.024 0.080  0.22
H -2.482 1.543 0.405  -0.20
H -2.070 -0.961 1.190  0.16
N -3.107 0.761 0.576  0.06
C 1.936 0.555 -0.540  2.38
H -0.383 -1.961 -0.261  0.08
N 2.932 0.563 0.551  -0.06
H 2.506 0.889 -1.427  -0.39
H -0.892 0.835 -0.693  -0.17

Results
HOMO energy (alpha / beta) = 1.3920 / -4.8509 eV
Net charge = -1
2S+1 = 2
Kohn-Sham gap (alpha / beta) = 2.66 / 8.85 eV
F_max = 2.41 eV Å⁻¹
⟨S²⟩ = 0.75